(1)
A molecular structure, C43H33CaCl5FN2O4PSi, computed with wB97M-V/def2-TZVPD.

Summary:
molecular weight	937.1	g/mol
HOMO	-0.067	Eh
energy	-157241.9233	eV
relative energy (zero: lowest compared OMol25 entry of this formula, charge and spin)	58.1	kJ/mol
frontier orbital gap	0.21424	hartree

```
! wB97M-V def2-TZVPD RIJCOSX def2/J DEFGRID3
* xyz -2 1
Ca -0.62440 -0.52909 0.17699
O -2.52594 0.87677 3.23576
C -1.32616 0.95710 2.99374
O -0.58391 0.16388 2.32482
C -0.54541 2.14780 3.55915
C -1.00920 2.72533 4.73875
C -0.30978 3.74775 5.35890
C 0.86615 4.22365 4.78871
C 1.31446 3.67679 3.59712
C 0.62241 2.64501 2.96301
P 1.24787 1.98246 1.34504
C 2.87738 1.34101 1.93199
C 4.07870 2.04284 1.94277
C 5.24565 1.44996 2.41449
C 5.22126 0.14824 2.89194
C 4.02258 -0.55483 2.90562
C 2.86242 0.03401 2.42891
C 1.69624 3.54593 0.47098
C 0.95852 4.71854 0.64281
C 1.15408 5.81790 -0.18424
C 2.08574 5.76762 -1.21213
C 2.80843 4.59907 -1.41416
C 2.60657 3.50141 -0.58895
H -1.93375 2.33712 5.14779
H -0.67454 4.17489 6.28668
H 1.42932 5.01750 5.26585
H 2.22129 4.06033 3.14176
H 4.11378 3.06315 1.58213
H 6.17330 2.01088 2.40417
H 6.13214 -0.31987 3.24617
H 3.99158 -1.57576 3.26653
H 1.93282 -0.52095 2.42685
H 0.21709 4.77567 1.43128
H 0.56461 6.71374 -0.02772
H 2.23280 6.62177 -1.86209
H 3.51943 4.53096 -2.22928
H 3.14861 2.58367 -0.78952
C -0.94349 -4.24737 -2.09489
Si -1.74265 -2.70411 -2.79972
C -2.08024 -3.17044 -4.60363
C -3.43464 -2.61355 -2.02555
N -0.83137 -1.30642 -2.47083
C -0.11018 -0.54605 -3.32592
C -0.02347 -0.65567 -4.74822
C 0.73095 0.19350 -5.54814
C 1.47371 1.23696 -5.01227
C 1.43255 1.39456 -3.62738
C 0.68373 0.53818 -2.86716
F 0.69832 0.76155 -1.51580
H -1.46926 -5.14480 -2.44297
H -0.97896 -4.24915 -1.00384
H 0.10731 -4.32205 -2.39326
H -2.74444 -4.04259 -4.58023
H -1.17408 -3.45233 -5.14662
H -2.58320 -2.37609 -5.16208
H -4.04256 -3.47479 -2.32684
H -3.95328 -1.69823 -2.32808
H -3.37290 -2.59316 -0.93591
H -0.58443 -1.43908 -5.22868
H 0.72979 0.02882 -6.62146
H 2.06007 1.90226 -5.63298
H 1.97389 2.18522 -3.12040
Cl -7.25253 2.81098 -1.50550
C -5.90923 1.81022 -0.95309
C -4.60882 2.25018 -1.12403
C -3.57504 1.44795 -0.69162
Cl -1.92469 2.03284 -0.84860
C -3.74462 0.16947 -0.09550
O -2.76638 -0.56577 0.25110
C -5.10684 -0.18607 0.08459
Cl -5.46067 -1.69467 0.90095
C -6.16230 0.59643 -0.33944
H -4.39902 3.20754 -1.58134
H -7.17777 0.25847 -0.18312
Cl 4.18483 -2.44562 -0.56744
C 2.81120 -3.30220 0.08508
C 2.93968 -4.67301 0.34846
C 1.91218 -5.39564 0.87416
Cl 2.13111 -7.11317 1.19295
C 0.67580 -4.76816 1.16530
C -0.44761 -5.41678 1.72495
C -1.59790 -4.72141 1.95864
C -1.65372 -3.35533 1.62268
N -0.62681 -2.72892 1.10462
C 0.54289 -3.39489 0.88305
C 1.63281 -2.58608 0.32205
O 1.47519 -1.34562 0.10685
H 3.88018 -5.16227 0.12936
H -0.38313 -6.47190 1.95742
H -2.46891 -5.20328 2.38287
H -2.55315 -2.76073 1.75485
*
```

These are the Mulliken partial charges, in e, on atoms 1 to 6: atom 1 (Ca): 2.1246, atom 2 (O): -0.8015, atom 3 (C): -0.3468, atom 4 (O): -0.4784, atom 5 (C): 0.2422, atom 6 (C): -0.6387

---

(2)
A molecular structure, C43H33N13O3Tl, computed with wB97M-V/def2-TZVPD.

Summary:
molecular weight	984.2	g/mol
HOMO	-0.374	Eh
energy	-75328.4649	eV
relative energy (zero: lowest compared OMol25 entry of this formula, charge and spin)	0.0	kJ/mol
frontier orbital gap	0.23776	hartree

```
! wB97M-V def2-TZVPD RIJCOSX def2/J DEFGRID3
* xyz 1 1
Tl -0.20963 0.31714 0.95804
O 3.23896 2.13826 4.61606
C 3.22525 0.81602 4.87143
C 4.31219 0.28504 5.56548
C 4.37312 -1.06541 5.83970
C 3.35139 -1.92170 5.42993
C 2.27840 -1.40312 4.73702
C 2.19275 -0.03705 4.44259
C 1.07202 0.43133 3.60082
O 0.31405 -0.44000 3.04223
N 0.98792 1.73654 3.38212
N 0.08779 2.03192 2.39572
C -0.42617 3.20208 2.32318
C -1.35506 3.64527 1.30658
C -1.56835 5.03470 1.24851
C -2.40650 5.61010 0.32523
C -3.08112 4.77496 -0.56651
C -2.90549 3.40789 -0.53063
C -2.04374 2.79757 0.40153
O -1.96146 1.47470 0.38208
H 2.38265 2.35971 4.18245
H 5.09411 0.96218 5.88250
H 5.22259 -1.45865 6.38310
H 3.39771 -2.97791 5.65729
H 1.47104 -2.04187 4.40362
H -0.14136 3.92047 3.09234
H -1.04165 5.66230 1.95908
H -2.54650 6.68093 0.29560
H -3.75636 5.20821 -1.29197
H -3.43652 2.75931 -1.21913
C 4.44619 0.56978 1.81266
C 3.17623 0.94864 1.38779
N 2.29552 0.04716 0.98505
C 2.66261 -1.23590 0.97042
C 3.92946 -1.59664 1.41185
N 4.81642 -0.70044 1.83014
C 1.66836 -2.25288 0.52805
C 2.05901 -3.52875 0.14697
C 1.09611 -4.48032 -0.17393
C -0.24290 -4.11099 -0.09245
C -0.56609 -2.81099 0.25338
N 0.37861 -1.91295 0.53780
C -1.97648 -2.34105 0.37882
C -3.05324 -3.00951 -0.18529
N -4.30329 -2.59786 -0.00596
C -4.48345 -1.51841 0.74163
C -3.41153 -0.81386 1.28068
N -2.16834 -1.23065 1.09725
C 1.48594 -5.85269 -0.57321
C 0.76943 -6.95620 -0.12817
C 1.17676 -8.22023 -0.52933
N 2.21581 -8.43606 -1.33007
C 2.89567 -7.37500 -1.75538
C 2.57730 -6.07170 -1.40442
H 5.15477 1.30928 2.16311
H 2.86489 1.98478 1.40278
H 4.23819 -2.63264 1.45946
H 3.10495 -3.79504 0.11168
H -1.01696 -4.83475 -0.30252
H -2.91620 -3.88358 -0.80944
H -5.50134 -1.18877 0.90471
H -3.55256 0.09359 1.85025
H -0.07296 -6.84743 0.54288
H 0.64301 -9.09897 -0.18728
H 3.73499 -7.57377 -2.41110
H 3.15822 -5.24720 -1.79770
C 0.61153 3.04499 -1.46380
C 0.30551 1.70740 -2.03194
N 0.28680 0.55946 -1.38050
C 0.05509 -0.43061 -2.31432
C -0.06442 0.13206 -3.54063
N 0.08278 1.48800 -3.34743
C -0.02995 2.51029 -4.37457
N -1.21734 3.29422 -4.21331
N -1.10439 4.63943 -4.01877
N -2.26564 5.15270 -3.93602
C -3.20175 4.14560 -4.08594
C -4.59646 4.19779 -4.06059
C -5.27139 3.00606 -4.19391
C -4.58297 1.78615 -4.35715
C -3.20719 1.72184 -4.39271
C -2.53236 2.93721 -4.25427
H 0.75960 2.95925 -0.38927
H -0.19286 3.75656 -1.64234
H 1.52592 3.44628 -1.90619
H -0.00427 -1.47178 -2.04995
H -0.23859 -0.29243 -4.51415
H -0.01620 2.00548 -5.34010
H 0.80687 3.20520 -4.32185
H -5.11354 5.14056 -3.94151
H -6.35266 2.99691 -4.17988
H -5.15534 0.87385 -4.46177
H -2.69192 0.77864 -4.51422
*
```

These are the Mulliken partial charges, in e, on atoms 1 to 6: atom 1 (Tl): 2.8309, atom 2 (O): -0.6835, atom 3 (C): 0.4564, atom 4 (C): -0.6241, atom 5 (C): -0.3336, atom 6 (C): -0.8647

---

(3)
A molecular structure, C43H34N4O2P2Ti, computed with wB97M-V/def2-TZVPD.

Summary:
<S²>	2.014
molecular weight	748.6	g/mol
HOMO (alpha / beta)	-0.209 / -0.278	Eh
energy	-96892.8854	eV
relative energy (zero: lowest compared OMol25 entry of this formula, charge and spin)	35.2	kJ/mol
frontier orbital gap (alpha / beta)	0.21900 / 0.28203	hartree

```
! wB97M-V def2-TZVPD RIJCOSX def2/J DEFGRID3
* xyz 0 3
Ti 1.33504 0.25116 1.72518
O 0.58650 1.31848 5.58901
C 0.71749 0.80811 4.49076
N 1.56917 1.17653 3.48016
C 2.90277 1.63539 3.68657
C 3.27744 2.63857 4.56040
C 4.62284 2.97773 4.67930
C 5.58434 2.30941 3.93723
C 5.21721 1.28065 3.07339
C 3.88716 0.93649 2.94137
N 3.43224 -0.18810 2.16084
C 3.23155 -0.10281 0.84181
O 2.45044 -0.96153 0.26033
C 3.35978 1.27421 0.20845
C 4.41100 1.85082 -0.48095
C 4.27916 3.18829 -0.83324
C 3.14127 3.90189 -0.47826
C 2.14007 3.24206 0.22228
N 2.25875 1.95360 0.53718
C -0.02045 -0.47833 4.12694
C -0.79140 -1.12615 5.07964
C -1.23009 -2.41342 4.84989
C -0.81818 -3.04686 3.67930
C -0.03956 -2.35939 2.78096
N 0.33368 -1.07197 2.95118
H 2.51395 3.14096 5.13737
H 4.91448 3.76413 5.35962
H 6.62715 2.57416 4.03878
H 5.96476 0.72654 2.52180
H 5.29399 1.27662 -0.71898
H 5.07399 3.68466 -1.37312
H 3.02014 4.94533 -0.72584
H 1.23592 3.75487 0.53033
H -0.99802 -0.58998 5.99415
H -1.83836 -2.92995 5.57833
H -1.07773 -4.07485 3.46911
H 0.34409 -2.82734 1.87888
C -1.04497 -1.37499 -0.52462
P -0.56740 0.33811 -0.14042
C 0.00558 1.06185 -1.71179
C -0.28882 2.36985 -2.08269
C 0.28996 2.93294 -3.21166
C 1.18966 2.19938 -3.96921
C 1.52059 0.90787 -3.58348
C 0.93841 0.34461 -2.46023
C -2.12580 1.16095 0.30552
C -3.09280 1.61412 -0.58996
C -4.28314 2.14477 -0.12414
C -4.53214 2.21931 1.24073
C -3.58397 1.76273 2.14114
C -2.38592 1.24102 1.67162
P -2.64335 -1.71485 -1.35054
C -2.28799 -1.19283 -3.06614
C -3.16406 -0.30417 -3.67519
C -2.94544 0.13007 -4.97725
C -1.85212 -0.33641 -5.68508
C -0.98055 -1.24699 -5.09494
C -1.20232 -1.67094 -3.79981
C -2.52837 -3.53895 -1.53713
C -1.68612 -4.34517 -0.77895
C -1.69518 -5.72757 -0.92431
C -2.54588 -6.32619 -1.83622
C -3.39419 -5.53184 -2.59908
C -3.38740 -4.15863 -2.44599
H -1.11592 -1.84645 0.46254
H -0.19168 -1.84804 -1.02657
H -0.96382 2.97068 -1.48652
H 0.03978 3.94686 -3.48966
H 1.64065 2.63515 -4.84988
H 2.23822 0.33395 -4.15193
H 1.24574 -0.64619 -2.14908
H -2.92863 1.53962 -1.65671
H -5.02438 2.49463 -0.82998
H -5.46535 2.63382 1.59681
H -3.76331 1.81604 3.20590
H -1.65158 0.89416 2.39254
H -4.02547 0.04946 -3.12325
H -3.63508 0.82613 -5.43430
H -1.68032 -0.00132 -6.69758
H -0.13014 -1.61957 -5.64869
H -0.52507 -2.38685 -3.34985
H -1.00285 -3.91270 -0.06222
H -1.02692 -6.33157 -0.32566
H -2.55147 -7.39970 -1.95785
H -4.06453 -5.98590 -3.31565
H -4.05672 -3.56026 -3.05274
*
```

These are the Mulliken partial charges, in e, on atoms 1 to 6: atom 1 (Ti): -0.7610, atom 2 (O): -0.7479, atom 3 (C): 0.1092, atom 4 (N): 0.6718, atom 5 (C): -0.2524, atom 6 (C): -0.7653

---

(4)
A molecular structure, C43H35AgBr2IN2O2Te, computed with wB97M-V/def2-TZVPD.

Summary:
<S²>	0.762
molecular weight	1133.9	g/mol
HOMO (alpha / beta)	-0.033 / -0.033	Eh
energy	-211708.2289	eV
relative energy (zero: lowest compared OMol25 entry of this formula, charge and spin)	455.2	kJ/mol
frontier orbital gap (alpha / beta)	0.17803 / 0.16186	hartree

```
! wB97M-V def2-TZVPD RIJCOSX def2/J DEFGRID3
* xyz -2 2
Ag 0.13880 -0.34940 0.42750
I 2.33220 1.83910 -1.11300
C 0.99470 3.45310 -0.84710
C 1.06520 4.69820 -0.02830
C -1.00660 6.06070 0.46910
C -2.10760 5.86990 -0.26380
C -2.57290 4.52220 -0.51600
C -3.87320 4.09400 -0.26330
C -4.11440 2.74420 -0.03200
C -3.05920 1.87790 0.18230
C -1.74670 2.33280 0.00620
C -1.55760 3.57300 -0.63100
H 2.07670 5.00670 0.23060
H -0.76240 7.08870 0.71760
H -2.73970 6.71330 -0.51720
H -4.67200 4.81810 -0.17850
H -5.12920 2.39680 0.11130
H -3.22670 0.87890 0.56580
C -0.58130 3.04690 -2.82220
C -0.33560 3.69580 -1.46980
C 0.72020 4.77360 -1.47950
C 0.02540 5.08520 1.02840
C -0.29770 3.88620 1.94380
C -0.33080 4.23330 3.30980
Br -0.85640 6.02460 3.82180
C -0.03180 3.39400 4.34950
C 0.45700 2.14620 3.99490
Br 1.06440 0.95900 5.35900
C 0.43640 1.64500 2.69860
O 0.88890 0.47590 2.44060
C -0.16920 2.49180 1.67700
N -0.67380 1.74850 0.63730
H 0.23160 3.27530 -3.51230
H -1.51760 3.40410 -3.25200
H -0.64800 1.96800 -2.69220
H 1.14800 5.32800 -2.28820
H 0.60890 5.73630 1.69730
H -0.12970 3.68520 5.38420
C -7.58620 -5.55880 0.24740
C -6.22080 -4.93560 0.15490
C -5.10060 -5.59900 0.62590
C -3.83970 -5.01680 0.56240
C -2.66660 -5.76860 1.12560
C -3.66370 -3.75270 0.00160
Te -1.52680 -2.72620 0.05340
N 0.55290 -2.32560 -0.23780
C 1.32580 -3.35630 -0.02750
O 0.91330 -4.53510 0.01760
C 2.80090 -3.08090 0.12570
C 3.71970 -4.07290 -0.20410
C 5.07830 -3.84510 -0.08130
C 5.53940 -2.62330 0.38030
C 4.63130 -1.63900 0.73510
C 3.27320 -1.86570 0.61040
C -1.66440 -3.03790 -2.04460
C -1.93360 -4.33310 -2.45730
C -2.03100 -4.65640 -3.79780
C -1.85790 -3.66980 -4.75260
C -1.57380 -2.37640 -4.34990
C -1.47220 -2.04650 -3.00420
C -1.16610 -0.63640 -2.61510
C -4.79270 -3.09660 -0.49390
C -4.65430 -1.75850 -1.16150
C -6.05070 -3.67850 -0.40430
H -7.52190 -6.56780 0.64980
H -8.05800 -5.60900 -0.73400
H -8.23550 -4.97230 0.89820
H -5.21210 -6.58880 1.05690
H -2.82450 -6.84580 1.06030
H -2.52930 -5.50860 2.17740
H -1.74480 -5.50750 0.60550
H 3.34450 -5.02710 -0.54840
H 5.78490 -4.62370 -0.34460
H 6.60250 -2.44580 0.48190
H 4.98280 -0.68990 1.11630
H 2.56340 -1.09810 0.91780
H -2.06570 -5.10200 -1.71190
H -2.23590 -5.67740 -4.09910
H -1.93860 -3.90480 -5.80730
H -1.42650 -1.60470 -5.09740
H -1.02630 -0.02050 -3.50250
H -0.25060 -0.60860 -2.01470
H -1.97630 -0.21600 -2.01540
H -3.90750 -1.15300 -0.64890
H -5.60240 -1.22020 -1.17320
H -4.32060 -1.89360 -2.19310
H -6.91740 -3.14180 -0.77820
*
```

These are the Mulliken partial charges, in e, on atoms 1 to 6: atom 1 (Ag): 0.3584, atom 2 (I): 0.0521, atom 3 (C): -0.8717, atom 4 (C): 0.3227, atom 5 (C): -0.5365, atom 6 (C): -1.2032

---

(5)
A molecular structure, C43H35HgIN9Te, computed with wB97M-V/def2-TZVPD.

Summary:
<S²>	0.780
molecular weight	1132.9	g/mol
HOMO (alpha / beta)	-0.189 / -0.220	Eh
energy	-78136.4920	eV
relative energy (zero: lowest compared OMol25 entry of this formula, charge and spin)	62.1	kJ/mol
frontier orbital gap (alpha / beta)	0.16252 / 0.19371	hartree

```
! wB97M-V def2-TZVPD RIJCOSX def2/J DEFGRID3
* xyz 0 2
Hg 0.15773 0.17267 -0.16646
C 1.36587 2.98828 -4.84139
C 0.04012 3.19889 -4.48579
C -0.37129 3.04379 -3.17093
C 0.54291 2.67023 -2.17568
C 1.88230 2.47858 -2.54483
C 2.28431 2.63071 -3.86161
N 0.15110 2.35705 -0.87955
C -0.52381 3.18496 -0.05457
C -0.75200 4.55607 -0.30706
C -1.41275 5.35151 0.60120
C -1.89667 4.82739 1.80719
C -1.67768 3.50556 2.11136
C -0.98959 2.66250 1.21704
N -0.66736 1.37047 1.49869
N -0.92614 0.85212 2.68512
C -0.34197 -0.34613 2.91316
C -0.60309 -0.97255 4.15860
C 0.01430 -2.15095 4.47297
C 0.91549 -2.71926 3.55732
C 1.11169 -2.06968 2.36117
N 0.50648 -0.92896 2.01925
H 1.68379 3.10938 -5.86940
H -0.68093 3.48290 -5.24350
H -1.41133 3.18557 -2.89686
H 2.58970 2.21087 -1.76980
H 3.32383 2.47526 -4.12839
H -0.36681 4.97602 -1.22779
H -1.55485 6.40494 0.39104
H -2.42903 5.46717 2.49921
H -2.00906 3.06915 3.04372
H -1.29517 -0.47705 4.82594
H -0.18286 -2.64180 5.41755
H 1.43896 -3.63990 3.77515
H 1.80420 -2.47119 1.62381
C -2.03706 -1.95346 -4.30604
C -1.04931 -1.57614 -5.20391
C 0.20030 -1.25599 -4.71821
C 0.45601 -1.33459 -3.34620
N -0.51163 -1.65520 -2.48399
C -1.71966 -1.94766 -2.96119
C 1.80822 -1.09485 -2.81031
C 2.90980 -1.23603 -3.65301
C 4.18363 -1.10087 -3.15375
C 4.34342 -0.81664 -1.81095
C 3.21484 -0.62295 -1.02825
N 1.96298 -0.77213 -1.50900
C 3.41894 -0.16537 0.37510
C 4.38155 -0.73710 1.19918
C 4.55643 -0.21910 2.47204
C 3.79100 0.86526 2.86968
C 2.85794 1.37002 1.97762
N 2.67317 0.85696 0.76926
H -3.02684 -2.23767 -4.63394
H -1.25497 -1.52360 -6.26459
H 0.97365 -0.92866 -5.39762
H -2.46981 -2.21128 -2.22324
H 2.76369 -1.49316 -4.69097
H 5.04627 -1.21224 -3.79661
H 5.32645 -0.70312 -1.37753
H 4.96271 -1.58396 0.85688
H 5.28424 -0.65583 3.14309
H 3.90965 1.30642 3.84903
H 2.22856 2.21702 2.22984
C -3.87304 0.75098 -2.89589
Te -2.68052 0.98316 -1.09471
C -4.44458 0.10976 -0.21488
C -5.57466 0.57832 -1.08807
C -6.86557 0.74596 -0.60377
C -7.87732 1.20464 -1.43566
C -7.60288 1.48726 -2.76470
C -6.31421 1.32682 -3.25389
C -5.29475 0.88120 -2.42238
H -3.69687 -0.21696 -3.36497
H -3.62190 1.52366 -3.62171
H -4.55748 0.44742 0.81390
H -4.35713 -0.97779 -0.21598
H -7.07603 0.54132 0.43942
H -8.87246 1.36210 -1.04004
H -8.38669 1.85742 -3.41321
H -6.09466 1.57654 -4.28568
I -2.61563 -5.08630 3.62515
C -2.12958 -3.86420 2.02166
C -1.27852 -4.17395 0.98815
N -1.22180 -3.07204 0.21872
N -1.97777 -2.07234 0.68702
C -2.53859 -2.54068 1.78902
H -0.74174 -5.07950 0.76378
H -0.67577 -2.88214 -0.61277
H -3.20540 -1.93224 2.37754
*
```

These are the Mulliken partial charges, in e, on atoms 1 to 6: atom 1 (Hg): 3.0224, atom 2 (C): -0.6656, atom 3 (C): -0.9404, atom 4 (C): 0.1482, atom 5 (C): -0.6968, atom 6 (C): -0.1451

---

Question: Which of these has the highest relative energy (zero: lowest compared OMol25 entry of this formula, charge and spin)?
Answer: C43H35AgBr2IN2O2Te